DFT (ωB97M-V with the def2-TZVPD basis set) results for C17H29CrNO3S3Se2 as an isolated structure.

Computed properties:
* charge: +1
* 2S+1: 2
* energy relative to the best compared isomer or geometry (same formula, charge and spin): 13.29 kJ/mol

Each line ends with the Löwdin spin population.
Geometry (Å):
Se: 0.056 -0.018 -1.804  0.030
Se: -0.915 -2.441 -2.244  0.194
Cr: 1.221 -0.020 0.282  0.683
S: 3.201 0.675 -0.953  0.013
S: 2.687 -0.032 2.188  -0.009
S: 0.850 2.242 0.759  0.021
O: -3.686 -0.650 -4.453  0.000
O: -4.445 0.154 -0.455  0.000
O: 1.544 -2.114 0.076  0.013
N: -0.376 -0.840 1.404  0.004
C: -1.447 -0.176 1.866  0.003
C: -4.204 0.319 -1.849  0.000
C: -2.818 -0.202 -2.279  0.003
C: -1.278 -2.841 2.345  0.000
C: 2.994 1.731 2.536  0.000
C: 3.177 2.507 -0.830  0.009
C: -2.718 -1.704 -1.953  0.015
C: -2.462 -0.785 2.572  0.000
C: -2.377 -2.148 2.817  0.000
C: -0.299 -2.154 1.646  0.001
C: 4.243 -0.518 1.394  0.000
C: 1.759 2.589 2.295  0.004
C: -1.776 0.571 -1.469  -0.005
C: 1.809 3.097 -0.520  0.012
C: -2.652 0.046 -3.773  0.000
C: 4.616 0.266 0.135  0.001
C: 0.935 -2.851 1.145  0.002
H: 5.312 -0.326 -0.457  0.000
H: -2.998 -1.887 -0.917  0.000
H: -1.177 -3.907 2.503  0.000
H: -3.519 -0.622 -5.398  0.000
H: 1.023 2.424 3.083  0.000
H: -1.669 -0.303 -4.099  0.000
H: -2.717 1.126 -3.963  0.000
H: 1.071 -2.379 -0.749  0.000
H: -3.303 -0.199 2.913  0.000
H: 5.129 1.195 0.379  0.000
H: -4.979 -0.160 -2.448  0.000
H: 3.528 2.902 -1.782  0.000
H: 1.680 -2.923 1.940  0.000
H: -4.246 1.392 -2.049  0.000
H: 3.902 2.797 -0.073  0.000
H: -3.368 -2.267 -2.620  0.004
H: 1.914 4.147 -0.245  0.000
H: -1.992 0.413 -0.419  0.000
H: 4.084 -1.570 1.151  0.000
H: 0.694 -3.858 0.808  0.000
H: 5.054 -0.470 2.120  0.000
H: 1.161 3.047 -1.395  0.002
H: 2.021 3.648 2.322  0.000
H: 3.307 1.822 3.576  0.000
H: -1.480 0.885 1.653  0.001
H: -1.812 1.642 -1.674  0.000
H: -3.156 -2.661 3.365  0.000
H: 3.823 2.056 1.913  0.000
H: -4.928 -0.665 -0.319  0.000

---

DFT (ωB97M-V with the def2-TZVPD basis set) results for an isolated ion of composition C21H28ClN2O3 and charge +1.

Computed properties:
* charge: +1
* energy relative to the best compared isomer or geometry (same formula, charge and spin): 19.83 kJ/mol

Each line ends with the Mulliken charge.
Geometry (Å):
Cl: 1.860 -1.056 2.734  -0.301
O: -2.587 -1.321 2.288  -0.652
O: -1.641 -2.203 -0.783  -0.342
O: 0.225 -1.475 -2.893  -0.457
N: 3.540 0.867 1.198  0.074
N: -3.801 -0.639 0.510  -0.114
C: 0.469 -1.412 -1.573  -0.038
C: 2.225 -0.825 0.027  0.557
C: -2.072 -0.873 -3.480  -0.493
C: -1.462 1.850 1.212  -0.222
C: 4.837 1.490 1.558  -0.435
C: -0.993 -1.947 -3.457  -0.496
C: -0.096 1.924 1.010  -0.475
C: 3.613 -0.319 0.301  -1.152
C: 1.366 -1.180 1.058  0.134
C: 0.413 1.992 -0.276  -0.428
C: 5.646 0.594 2.478  -1.119
C: 0.088 -1.635 0.800  -1.004
C: -3.829 1.816 0.343  -1.303
C: -0.386 -1.760 -0.500  1.679
C: -2.963 -1.470 1.144  0.877
C: -2.339 1.848 0.133  0.751
C: 1.748 -0.946 -1.268  -0.960
C: -1.814 1.897 -1.152  -0.154
C: -2.480 -2.642 0.272  -1.151
C: -0.448 1.967 -1.358  -1.010
C: -4.290 0.578 1.120  -0.763
H: -2.325 -0.572 -2.467  -0.209
H: -3.329 -3.118 -0.225  0.486
H: -5.383 0.554 1.159  0.378
H: 4.624 2.436 2.061  0.414
H: -1.973 -3.381 0.901  0.348
H: -2.959 -1.262 -3.971  0.441
H: -1.719 -0.003 -4.028  0.293
H: -3.902 0.586 2.139  0.413
H: 5.063 0.310 3.351  0.313
H: -4.137 2.700 0.905  0.373
H: 3.054 0.500 2.053  0.281
H: 4.199 -1.088 0.807  0.391
H: 6.524 1.132 2.820  0.405
H: -0.715 -2.216 -4.480  0.409
H: -1.341 -2.843 -2.940  0.253
H: 2.912 1.553 0.761  0.104
H: -0.055 2.016 -2.362  0.380
H: 0.561 1.949 1.869  0.348
H: 5.987 -0.304 1.972  0.360
H: -0.551 -1.871 1.636  0.553
H: -2.481 1.908 -2.001  0.417
H: 4.110 -0.043 -0.630  0.443
H: 2.377 -0.691 -2.106  0.419
H: -4.057 -0.819 -0.449  0.252
H: -1.849 1.809 2.219  0.375
H: 1.476 2.093 -0.456  0.585
H: 5.390 1.702 0.641  0.360
H: -4.331 1.845 -0.626  0.414

---

DFT (ωB97M-V with the def2-TZVPD basis set) results for a 2-piece molecular cluster, C4H14N2O overall in a non-equilibrium geometry.

Computed properties:
* energy relative to the best compared isomer or geometry (same formula, charge and spin): 116.20 kJ/mol

Each line ends with the Mulliken charge.
Geometry (Å):
O: 3.560 -1.255 -0.723  -0.675
N: 0.762 -1.746 -0.577  -0.627
N: -2.432 1.590 1.394  -0.536
C: -0.150 0.920 0.631  -0.527
C: -0.526 0.480 -0.784  -0.524
C: -1.280 0.736 1.634  -0.670
C: -0.440 -1.063 -1.054  -0.725
H: 0.197 0.877 -1.495  0.326
H: -0.934 0.976 2.640  0.322
H: 0.728 0.331 0.905  0.262
H: 4.055 -0.536 -1.147  0.313
H: 0.832 -1.576 0.419  0.274
H: -1.643 -0.292 1.618  0.295
H: -2.230 2.578 1.398  0.214
H: -1.523 0.809 -1.069  0.325
H: -3.005 1.316 0.615  0.230
H: -1.315 -1.639 -0.753  0.398
H: 0.248 1.936 0.609  0.337
H: -0.408 -1.061 -2.144  0.365
H: 1.578 -1.317 -1.002  0.311
H: 3.926 -2.065 -1.115  0.311

---

DFT (ωB97M-V with the def2-TZVPD basis set) results for one molecule with the formula C4H11NOS in a non-equilibrium geometry.

Computed properties:
* energy relative to the best compared isomer or geometry (same formula, charge and spin): 167.07 kJ/mol

Each line ends with the Mulliken charge.
Geometry (Å):
S: 0.370 2.474 -0.762  -0.225
O: 0.894 -3.266 -0.741  -0.508
N: -0.334 -1.654 0.524  -0.404
C: -1.014 2.136 0.352  -0.490
C: -1.383 0.642 0.496  -0.689
C: 1.043 -2.164 0.120  -0.363
C: -0.198 -0.248 0.888  -0.134
H: 0.312 -2.988 -1.459  0.282
H: -0.554 2.435 1.312  0.274
H: 0.140 -0.194 1.959  0.246
H: 0.579 0.160 0.239  0.001
H: 1.660 -1.384 -0.347  0.339
H: -1.721 0.294 -0.480  0.313
H: -0.539 -2.273 1.305  0.270
H: 1.558 -2.545 1.000  0.304
H: -1.803 2.851 0.067  0.374
H: 0.395 1.286 -1.367  0.110
H: -2.150 0.478 1.251  0.300

---

DFT (ωB97M-V with the def2-TZVPD basis set) results for one molecule with the formula C12H16BrNO2.

Computed properties:
* energy relative to the best compared isomer or geometry (same formula, charge and spin): 141.20 kJ/mol

Each line ends with the Mulliken charge.
Geometry (Å):
Br: 1.800 1.049 6.037  -0.203
O: 0.529 0.445 -3.774  -0.410
O: 0.599 -1.065 0.520  -0.434
N: -1.284 0.494 -1.481  0.068
C: -0.687 -1.440 0.070  -0.683
C: -1.562 -0.224 -2.715  -0.500
C: 0.769 -0.590 1.780  0.580
C: 2.065 -0.160 2.082  -0.388
C: 1.000 0.507 -2.437  -0.284
C: 0.096 -0.035 4.022  -0.710
C: 1.383 0.382 4.302  0.022
C: -0.879 0.483 -3.880  -0.662
C: 2.375 0.323 3.335  -0.405
C: -1.594 -0.236 -0.278  -0.890
C: -0.003 1.190 -1.509  -0.675
C: -0.214 -0.518 2.763  -0.266
H: -1.187 -2.079 0.808  0.390
H: -1.211 -1.268 -2.693  0.275
H: 1.941 1.064 -2.462  0.355
H: -0.176 2.214 -1.866  0.328
H: 2.818 -0.220 1.312  0.419
H: -1.226 -0.837 2.569  0.324
H: 1.209 -0.508 -2.070  0.212
H: -2.618 -0.606 -0.379  0.370
H: -1.566 0.477 0.551  0.523
H: -0.499 -2.041 -0.822  0.435
H: -1.231 1.524 -3.929  0.286
H: 0.413 1.250 -0.505  0.279
H: 3.377 0.652 3.561  0.411
H: -0.669 0.016 4.782  0.406
H: -2.646 -0.234 -2.871  0.450
H: -1.123 -0.011 -4.824  0.376

---

DFT (ωB97M-V with the def2-TZVPD basis set) results for a 2-piece molecular cluster, C4H10N3 overall in a non-equilibrium geometry.

Computed properties:
* charge: +1
* energy relative to the best compared isomer or geometry (same formula, charge and spin): 162.29 kJ/mol

Each line ends with the Mulliken charge.
Geometry (Å):
N: 2.270 1.540 -0.604  -0.839
N: -1.986 -1.038 0.971  -0.182
N: -1.048 -0.767 0.124  0.225
C: -0.166 0.171 0.697  -0.398
C: -0.688 0.439 2.011  -0.707
C: -1.842 -0.336 2.078  -0.131
C: -0.868 -1.335 -1.175  -0.764
H: 0.638 0.637 0.135  0.813
H: 0.034 -1.841 -1.051  0.381
H: 2.024 2.544 -0.517  0.270
H: -2.524 -0.333 2.858  0.495
H: 3.282 1.603 -0.378  0.243
H: 2.038 1.350 -1.576  0.254
H: -0.332 1.146 2.671  0.407
H: -1.626 -2.140 -1.403  0.343
H: -1.030 -0.611 -1.976  0.298
H: -2.839 -1.568 0.733  0.294